*A*
C23H45CaCl3N2O3PSi as an isolated structure. Source: OMol25; level of theory: ωB97M-V/def2-TZVPD.

Each line ends with the Löwdin charge.
Atoms and positions in Å:
C (-2.473, -2.664, -3.518)  -0.065
C (-1.539, -1.546, -3.838)  -0.228
H (-2.761, -3.199, -4.428)  0.066
H (-3.386, -2.298, -3.030)  0.070
H (-1.984, -3.364, -2.831)  0.078
C (-1.516, -0.900, -5.011)  -0.131
C (-2.485, -1.140, -6.117)  -0.127
H (-0.743, -0.163, -5.250)  0.097
H (-3.477, -1.430, -5.743)  0.066
H (-2.130, -1.932, -6.795)  0.071
H (-2.600, -0.232, -6.723)  0.061
Ca (-1.236, 0.234, 0.658)  0.827
Cl (0.879, -1.529, 0.327)  -0.155
Cl (-3.244, 1.451, 1.828)  -0.219
H (1.107, 0.784, 6.172)  0.087
H (1.800, -1.618, 6.113)  0.087
C (0.189, 0.520, 5.635)  -0.032
C (0.892, -1.863, 5.544)  -0.046
N (0.421, -0.675, 4.834)  -0.179
H (-0.125, 1.346, 4.992)  0.094
C (0.132, -0.713, 3.531)  -0.319
O (-0.352, 0.251, 2.886)  -0.194
H (1.112, -2.656, 4.822)  0.092
H (0.368, -1.668, 3.026)  0.082
H (-0.578, 0.328, 6.395)  0.090
H (0.130, -2.221, 6.253)  0.089
H (-3.328, 0.738, -2.015)  0.076
H (-2.350, 2.413, -4.310)  0.087
C (-3.469, 1.778, -1.681)  -0.055
C (-2.575, 3.166, -3.534)  -0.054
N (-2.384, 2.611, -2.192)  -0.170
H (-3.496, 1.809, -0.579)  -0.009
C (-1.212, 2.772, -1.545)  -0.303
O (-0.952, 2.317, -0.412)  -0.181
H (-1.914, 4.028, -3.675)  0.086
H (-0.470, 3.362, -2.123)  0.141
H (-4.404, 2.168, -2.100)  0.081
H (-3.623, 3.466, -3.641)  0.082
O (-1.376, -0.410, -1.773)  -0.440
C (-0.645, -1.091, -2.684)  -0.502
C (0.394, 1.065, -3.528)  -0.067
C (0.563, -0.270, -3.162)  -0.171
H (-0.604, 1.500, -3.410)  0.080
C (1.454, 1.776, -4.092)  -0.104
H (-0.245, -2.014, -2.222)  0.088
C (1.778, -0.910, -3.372)  -0.040
H (1.323, 2.834, -4.332)  0.094
C (2.636, 1.101, -4.402)  -0.129
C (2.798, -0.239, -4.048)  -0.109
H (1.867, -1.960, -3.070)  0.116
H (3.445, 1.637, -4.898)  0.088
H (3.709, -0.782, -4.303)  0.093
Si (-3.686, -2.745, 1.639)  0.183
Cl (-2.889, -1.747, -0.064)  0.410
C (-4.625, -1.520, 2.677)  -0.250
C (-2.247, -3.450, 2.601)  -0.198
C (-4.770, -4.078, 0.922)  -0.226
H (-3.993, -0.683, 3.020)  -0.042
H (-5.029, -2.053, 3.551)  0.027
H (-5.454, -1.088, 2.102)  0.032
H (-5.593, -3.650, 0.337)  0.030
H (-5.197, -4.676, 1.736)  0.027
H (-4.189, -4.742, 0.269)  0.031
H (-1.284, -2.965, 2.386)  -0.004
H (-2.158, -4.521, 2.360)  0.033
H (-2.468, -3.350, 3.673)  0.030
C (1.599, 2.416, 1.358)  -0.315
P (2.082, 0.899, 0.444)  0.657
C (3.219, 1.572, -0.819)  -0.305
C (3.250, 0.145, 1.629)  -0.323
H (0.769, 2.907, 0.824)  0.011
H (2.484, 3.068, 1.398)  0.023
H (1.261, 2.143, 2.367)  0.017
H (4.060, 2.046, -0.291)  0.021
H (3.573, 0.754, -1.459)  0.026
H (2.688, 2.307, -1.440)  0.031
H (4.263, 0.500, 1.408)  0.023
H (2.962, 0.414, 2.652)  0.025
H (3.193, -0.944, 1.517)  -0.013

Output
**Kohn-Sham gap**: 5.53 eV
**Multiplicity**: 1
**Total charge**: -1
**HOMO**: -3.112 eV



*B*
C23H45CaCl3N2O3PSi as an isolated structure. Source: OMol25; level of theory: ωB97M-V/def2-TZVPD.

Each line ends with the Löwdin charge.
Atoms and positions in Å:
C (1.555, 3.051, -2.956)  -0.039
C (2.567, 1.941, -2.877)  -0.258
H (1.883, 3.901, -2.330)  0.081
H (0.563, 2.728, -2.606)  0.071
H (1.467, 3.417, -4.002)  0.096
C (3.858, 2.205, -3.147)  -0.138
C (4.399, 3.585, -3.269)  -0.106
H (4.591, 1.418, -3.374)  0.107
H (4.027, 4.262, -2.486)  0.074
H (4.127, 4.021, -4.242)  0.077
H (5.493, 3.563, -3.211)  0.069
Ca (-0.878, 0.286, -1.061)  1.112
Cl (-5.412, 0.644, 0.566)  0.174
Cl (-1.770, -0.271, -3.369)  -0.355
C (-2.134, -2.544, -0.518)  -0.292
O (-1.685, -1.502, 0.037)  -0.199
N (-1.982, -3.752, 0.013)  -0.174
C (-1.414, -3.870, 1.361)  -0.025
C (-1.961, -4.912, -0.865)  -0.044
H (-2.666, -2.494, -1.484)  0.128
H (-1.994, -3.273, 2.074)  0.081
H (-0.360, -3.546, 1.388)  0.092
H (-1.478, -4.928, 1.634)  0.082
H (-2.834, -4.874, -1.523)  0.091
H (-1.987, -5.813, -0.245)  0.084
H (-1.052, -4.920, -1.488)  0.100
H (-2.808, 4.964, 2.524)  0.082
H (0.533, 3.190, 1.377)  0.075
C (-2.108, 4.337, 3.102)  -0.119
C (0.066, 3.338, 2.348)  -0.068
N (-1.390, 3.393, 2.228)  -0.203
H (-2.682, 3.819, 3.891)  0.035
C (-2.059, 2.608, 1.373)  -0.366
O (-1.502, 1.902, 0.485)  -0.259
H (0.355, 2.548, 3.043)  0.075
H (-3.161, 2.606, 1.488)  0.093
H (-1.365, 4.986, 3.577)  0.070
H (0.386, 4.287, 2.768)  0.074
O (1.343, 0.439, -1.322)  -0.459
C (2.075, 0.540, -2.587)  -0.304
C (4.347, -0.418, -1.980)  -0.122
C (3.188, -0.490, -2.754)  -0.210
H (4.499, 0.447, -1.328)  0.049
C (5.341, -1.403, -2.083)  -0.073
H (1.339, 0.318, -3.368)  0.117
C (3.003, -1.563, -3.640)  -0.027
H (6.256, -1.314, -1.489)  0.109
C (5.182, -2.432, -3.011)  -0.100
C (4.018, -2.517, -3.794)  -0.087
H (2.065, -1.590, -4.209)  0.120
H (5.976, -3.170, -3.146)  0.093
H (3.892, -3.286, -4.567)  0.097
Si (2.266, -0.133, 0.280)  0.074
Cl (3.383, 1.667, 0.405)  0.355
C (3.822, -1.052, 1.037)  -0.280
C (1.937, -1.984, -0.339)  -0.204
C (0.888, 0.058, 1.569)  -0.195
H (4.099, -2.005, 0.575)  0.008
H (3.534, -1.291, 2.069)  0.020
H (4.747, -0.451, 1.062)  -0.007
H (0.479, 1.073, 1.540)  -0.028
H (1.323, -0.105, 2.565)  0.039
H (0.019, -0.611, 1.511)  0.017
H (2.790, -2.251, -0.977)  0.002
H (1.042, -2.162, -0.951)  0.010
H (1.925, -2.672, 0.523)  0.025
C (-7.035, -1.113, 2.414)  -0.319
P (-5.646, 0.007, 2.469)  0.311
C (-5.933, 1.491, 3.420)  -0.334
C (-4.084, -0.788, 2.876)  -0.325
H (-7.918, -0.596, 2.007)  0.035
H (-7.269, -1.442, 3.435)  0.033
H (-6.781, -2.001, 1.814)  0.037
H (-6.476, 1.220, 4.337)  0.029
H (-4.981, 1.979, 3.686)  0.018
H (-6.575, 2.177, 2.846)  0.025
H (-4.063, -1.052, 3.952)  0.028
H (-3.972, -1.711, 2.274)  0.025
H (-3.236, -0.114, 2.651)  0.019

Output
**Kohn-Sham gap (alpha / beta)**: 2.41 / 3.40 eV
**Multiplicity**: 1
**Total charge**: -1
**HOMO (alpha / beta)**: -0.013 / -1.052 eV



Q: What are the energies relative to the best structure? A: *A* 0.000; *B* 5.500, in eV.